Entry 1:
This record from OMol25 describes a molecular structure, C30H35N4O4S2ScSe. The level of theory is wB97M-V/def2-TZVPD.

HOMO energy	-7.45	eV
energy	-5643.007851	Eh
strongest force on any atom	0.0066	hartree/bohr
relative energy (zero: lowest compared OMol25 entry of this formula, charge and spin)	24.1	kJ/mol
frontier orbital gap	7.668	eV

Positions of all 77 atoms, in Å:
Sc (-0.128, 0.815, 2.484)
O (1.233, 4.682, 3.194)
C (0.304, 3.916, 3.015)
O (0.530, 2.646, 2.765)
C (-1.116, 4.393, 2.979)
C (-1.280, 5.751, 3.269)
C (-2.521, 6.352, 3.267)
C (-3.637, 5.583, 2.963)
C (-3.493, 4.243, 2.669)
C (-2.241, 3.612, 2.668)
S (-2.309, 1.891, 2.237)
H (-0.389, 6.317, 3.500)
H (-2.620, 7.404, 3.499)
H (-4.624, 6.028, 2.955)
H (-4.362, 3.643, 2.434)
C (-1.177, -5.185, 1.531)
C (-0.962, -4.917, 0.047)
C (0.460, -4.461, -0.278)
C (0.770, -3.034, 0.162)
N (0.067, -2.049, -0.651)
C (-0.963, -1.267, -0.260)
Se (-1.847, -1.335, 1.376)
N (-1.261, -0.426, -1.274)
C (-2.333, 0.562, -1.273)
C (-3.631, -0.011, -1.820)
C (-4.782, 0.985, -1.709)
C (-4.571, 2.256, -2.526)
C (-0.413, -0.674, -2.340)
C (-0.296, -0.073, -3.584)
C (0.716, -0.535, -4.408)
C (1.582, -1.554, -4.001)
C (1.461, -2.155, -2.760)
C (0.440, -1.699, -1.940)
H (-2.195, -5.523, 1.723)
H (-1.019, -4.284, 2.124)
H (-0.493, -5.958, 1.888)
H (-1.675, -4.161, -0.298)
H (-1.178, -5.824, -0.522)
H (0.643, -4.547, -1.353)
H (1.176, -5.125, 0.215)
H (1.834, -2.814, 0.061)
H (0.494, -2.847, 1.199)
H (-1.978, 1.411, -1.858)
H (-2.467, 0.903, -0.246)
H (-3.868, -0.911, -1.248)
H (-3.493, -0.314, -2.864)
H (-4.925, 1.243, -0.656)
H (-5.700, 0.492, -2.037)
H (-3.745, 2.854, -2.140)
H (-5.461, 2.886, -2.505)
H (-4.358, 2.018, -3.571)
H (-0.958, 0.723, -3.895)
H (0.842, -0.094, -5.388)
H (2.367, -1.880, -4.671)
H (2.140, -2.932, -2.441)
O (1.197, -1.036, 3.029)
C (0.885, -0.782, 4.216)
O (0.125, 0.188, 4.506)
H (1.273, -1.405, 5.035)
N (3.011, 2.513, 1.543)
C (2.932, 1.485, 0.713)
S (1.473, 0.704, 0.319)
N (4.088, 1.080, 0.140)
C (4.311, -0.168, -0.509)
C (4.121, -1.353, 0.191)
C (4.441, -2.558, -0.411)
C (4.956, -2.583, -1.702)
C (5.136, -1.397, -2.396)
C (4.809, -0.186, -1.802)
H (2.162, 2.869, 1.989)
H (3.901, 2.888, 1.824)
H (4.869, 1.715, 0.180)
H (3.727, -1.319, 1.199)
H (4.305, -3.482, 0.137)
H (5.220, -3.526, -2.162)
H (5.530, -1.410, -3.403)
H (4.936, 0.745, -2.340)

Entry 2:
This record from OMol25 describes 11 unconnected molecules or ions with the total composition C41H84F6N13O11S2 in a non-equilibrium geometry. The level of theory is wB97M-V/def2-TZVPD.

HOMO energy	-21.81	eV
energy	-4544.913680	Eh
strongest force on any atom	0.0385	hartree/bohr
net charge	+7
relative energy (zero: lowest compared OMol25 entry of this formula, charge and spin)	0.0	kJ/mol
frontier orbital gap	8.400	eV

Positions of all 157 atoms, in Å:
C (3.901, 0.855, 1.880)
C (3.841, 0.573, 3.352)
O (3.184, -0.176, 4.002)
N (4.877, 1.424, 4.094)
H (5.829, 1.375, 3.722)
H (4.484, 2.367, 4.008)
C (4.916, 1.247, 5.612)
H (4.910, 0.965, 1.484)
H (3.326, 1.731, 1.538)
H (3.384, 0.078, 1.317)
H (3.885, 1.259, 5.944)
H (5.455, 2.119, 5.971)
H (5.380, 0.301, 5.864)
C (-1.554, -5.311, -0.659)
C (-2.098, -4.120, -1.361)
O (-1.514, -3.392, -2.094)
N (-3.432, -3.574, -0.833)
H (-3.316, -3.269, 0.136)
H (-3.576, -2.690, -1.350)
C (-4.572, -4.552, -0.873)
H (-1.953, -6.240, -1.081)
H (-1.873, -5.366, 0.385)
H (-0.472, -5.335, -0.724)
H (-4.412, -5.290, -0.093)
H (-4.688, -5.017, -1.849)
H (-5.500, -4.017, -0.685)
C (0.692, 0.619, 6.080)
C (0.745, 0.121, 7.502)
O (1.016, -0.980, 7.817)
N (0.421, 1.148, 8.613)
H (1.249, 1.748, 8.644)
H (-0.445, 1.641, 8.390)
C (0.230, 0.480, 9.964)
H (1.601, 1.142, 5.786)
H (-0.084, 1.390, 5.986)
H (0.397, -0.103, 5.325)
H (0.062, 1.236, 10.729)
H (1.133, -0.065, 10.213)
H (-0.671, -0.125, 9.914)
C (-1.694, 3.809, -3.277)
C (-1.229, 5.047, -3.990)
O (-0.338, 5.767, -3.736)
N (-2.064, 5.393, -5.247)
H (-1.355, 5.847, -5.841)
H (-2.361, 4.655, -5.890)
C (-3.187, 6.399, -4.957)
H (-2.586, 4.122, -2.716)
H (-1.050, 3.602, -2.424)
H (-1.846, 2.903, -3.853)
H (-2.669, 7.294, -4.635)
H (-3.836, 5.930, -4.222)
H (-3.766, 6.450, -5.874)
C (3.088, -3.087, -2.011)
C (3.587, -1.868, -2.732)
O (3.177, -1.504, -3.780)
N (4.853, -1.263, -2.177)
H (4.664, -0.935, -1.224)
H (5.566, -1.990, -2.057)
C (5.448, -0.190, -3.064)
H (2.128, -3.340, -2.453)
H (2.813, -2.808, -0.985)
H (3.823, -3.884, -1.920)
H (6.141, 0.433, -2.509)
H (4.686, 0.383, -3.573)
H (6.027, -0.748, -3.799)
C (2.104, -8.015, 6.837)
C (2.238, -7.688, 5.368)
N (2.921, -6.373, 5.208)
C (4.165, -6.201, 4.685)
C (4.418, -4.872, 4.679)
N (3.299, -4.253, 5.179)
C (2.421, -5.187, 5.558)
C (3.171, -2.815, 5.506)
H (1.647, -8.974, 7.060)
H (1.586, -7.248, 7.421)
H (3.094, -7.986, 7.301)
H (1.324, -7.709, 4.775)
H (2.906, -8.367, 4.839)
H (4.790, -7.035, 4.411)
H (5.284, -4.320, 4.362)
H (1.488, -5.057, 6.078)
H (2.355, -2.449, 4.882)
H (4.110, -2.313, 5.331)
H (2.749, -2.741, 6.506)
C (2.159, -0.210, -8.542)
C (2.082, 0.074, -7.026)
N (1.038, -0.678, -6.319)
C (0.269, -0.258, -5.266)
C (-0.348, -1.340, -4.736)
N (0.071, -2.421, -5.466)
C (0.902, -2.007, -6.417)
C (-0.249, -3.821, -5.214)
H (2.432, 0.686, -9.084)
H (1.164, -0.590, -8.785)
H (2.831, -1.035, -8.774)
H (1.733, 1.107, -6.952)
H (3.025, 0.043, -6.486)
H (0.072, 0.754, -4.961)
H (-0.970, -1.450, -3.864)
H (1.554, -2.596, -7.042)
H (-0.651, -4.241, -6.137)
H (-1.066, -3.903, -4.504)
H (0.556, -4.464, -4.865)
C (-7.085, 1.697, 0.078)
C (-5.680, 1.345, -0.416)
N (-5.750, 0.326, -1.495)
C (-6.153, -0.988, -1.446)
C (-6.349, -1.461, -2.695)
N (-6.089, -0.396, -3.525)
C (-5.719, 0.644, -2.801)
C (-6.095, -0.453, -4.993)
H (-7.729, 1.803, -0.794)
H (-7.024, 2.487, 0.819)
H (-7.511, 0.832, 0.595)
H (-5.087, 0.944, 0.402)
H (-5.157, 2.182, -0.874)
H (-6.379, -1.388, -0.469)
H (-6.694, -2.389, -3.119)
H (-5.362, 1.582, -3.187)
H (-5.123, -0.123, -5.355)
H (-6.860, 0.221, -5.370)
H (-6.269, -1.463, -5.348)
C (1.367, 6.148, -0.148)
C (0.985, 5.422, 1.134)
N (-0.445, 5.107, 1.167)
C (-1.074, 3.992, 0.702)
C (-2.366, 4.005, 1.119)
N (-2.494, 5.202, 1.804)
C (-1.343, 5.843, 1.842)
C (-3.731, 5.744, 2.387)
H (2.445, 6.295, -0.202)
H (0.961, 7.154, -0.254)
H (1.059, 5.505, -0.973)
H (1.230, 6.033, 2.004)
H (1.562, 4.506, 1.243)
H (-0.538, 3.244, 0.138)
H (-3.254, 3.431, 0.941)
H (-1.061, 6.764, 2.326)
H (-4.127, 6.607, 1.863)
H (-3.486, 5.974, 3.425)
H (-4.450, 4.938, 2.512)
C (-0.309, -0.369, -0.229)
F (-0.462, -0.888, 1.002)
F (0.474, 0.707, -0.093)
F (0.322, -1.259, -1.000)
S (-1.981, 0.210, -0.996)
O (-1.671, 0.823, -2.276)
O (-2.792, -0.990, -1.196)
O (-2.458, 1.216, -0.065)
C (1.982, 2.330, -2.857)
F (1.657, 3.550, -3.250)
F (0.855, 1.695, -2.495)
F (2.496, 1.654, -3.894)
S (3.167, 2.346, -1.431)
O (4.274, 3.085, -1.952)
O (2.365, 2.972, -0.387)
O (3.511, 0.944, -1.187)

Entry 3:
This record from OMol25 describes a single C6H8N2O molecule in a non-equilibrium geometry. The level of theory is wB97M-V/def2-TZVPD.

HOMO energy	-8.52	eV
energy	-417.970057	Eh
strongest force on any atom	0.1268	hartree/bohr
relative energy (zero: lowest compared OMol25 entry of this formula, charge and spin)	559.8	kJ/mol
frontier orbital gap	8.807	eV

Positions of all 17 atoms, in Å:
C (-0.533, -0.101, 0.256)
C (1.337, 0.042, -0.720)
C (0.034, 0.066, 1.460)
C (-2.127, 0.012, -1.385)
C (1.943, -0.266, -2.060)
C (-0.820, 0.246, 2.695)
N (2.026, 0.068, 0.345)
N (-1.699, -0.329, -0.253)
O (1.400, 0.204, 1.567)
H (-3.081, -0.246, -1.515)
H (-1.666, 0.600, -2.149)
H (1.601, -1.257, -1.953)
H (1.549, 0.369, -2.793)
H (2.999, -0.098, -2.069)
H (-1.154, 1.230, 2.616)
H (-1.615, -0.455, 2.428)
H (-0.194, -0.084, 3.529)

Entry 4:
This record from OMol25 describes a molecular structure, C32H35ClFIrN4O5S in a non-equilibrium geometry. The level of theory is wB97M-V/def2-TZVPD.

HOMO energy (alpha / beta)	-8.16 / -8.62	eV
multiplicity	2
energy	-2897.843798	Eh
strongest force on any atom	0.0286	hartree/bohr
net charge	+1
relative energy (zero: lowest compared OMol25 entry of this formula, charge and spin)	248.0	kJ/mol
frontier orbital gap (alpha / beta)	4.833 / 5.301	eV

Positions of all 80 atoms, in Å:
Ir (0.947, 1.891, 0.870)
O (2.393, 2.854, 1.811)
N (2.568, 4.143, 1.431)
C (3.581, 4.793, 2.051)
C (3.847, 6.094, 1.753)
C (3.057, 6.745, 0.793)
C (2.036, 6.066, 0.186)
C (1.768, 4.726, 0.515)
S (0.466, 3.813, -0.153)
H (4.119, 4.191, 2.767)
H (4.656, 6.596, 2.263)
H (3.257, 7.775, 0.529)
H (1.408, 6.532, -0.560)
F (-0.718, -1.313, -4.515)
C (-0.955, -1.749, -3.258)
C (-0.719, -0.908, -2.214)
C (-0.878, -1.369, -0.904)
C (-0.627, -0.459, 0.202)
O (-0.534, 0.767, -0.056)
C (-0.570, -1.035, 1.496)
C (-0.966, -2.332, 1.638)
N (-1.319, -3.154, 0.625)
C (-1.767, -4.503, 0.906)
C (-1.077, -5.291, 1.970)
C (-0.883, -5.658, 0.529)
C (-1.247, -2.697, -0.681)
C (-1.553, -3.524, -1.771)
C (-1.412, -3.067, -3.068)
N (-1.750, -3.920, -4.147)
C (-1.251, -5.287, -4.159)
C (-2.407, -6.215, -4.566)
N (-3.387, -5.378, -5.343)
C (-2.655, -4.500, -6.319)
C (-1.913, -3.418, -5.507)
C (-0.117, -0.322, 2.756)
O (-0.441, -0.802, 3.827)
O (0.630, 0.714, 2.588)
H (-0.369, 0.104, -2.378)
H (-1.021, -2.741, 2.638)
H (-2.839, -4.627, 0.806)
H (-1.696, -5.922, 2.590)
H (-0.239, -4.839, 2.481)
H (-1.352, -6.557, 0.151)
H (0.076, -5.418, 0.089)
H (-1.917, -4.524, -1.588)
H (-0.871, -5.574, -3.184)
H (-0.422, -5.385, -4.870)
H (-2.944, -6.628, -3.715)
H (-2.080, -7.026, -5.214)
H (-3.846, -4.760, -4.670)
H (-4.095, -5.953, -5.796)
H (-3.376, -4.070, -7.010)
H (-1.981, -5.149, -6.873)
H (-2.499, -2.503, -5.485)
H (-0.964, -3.202, -6.005)
Cl (-2.375, 5.786, 4.010)
C (-1.407, 5.288, 5.368)
C (-1.619, 5.911, 6.579)
C (-0.861, 5.550, 7.688)
C (0.112, 4.557, 7.569)
C (0.319, 3.937, 6.358)
C (-0.433, 4.273, 5.202)
C (-0.194, 3.614, 3.989)
H (-2.377, 6.679, 6.655)
H (-1.032, 6.040, 8.637)
H (0.702, 4.272, 8.430)
H (1.064, 3.156, 6.263)
H (-0.793, 3.826, 3.114)
H (0.576, 2.860, 3.918)
C (4.228, 1.014, -1.461)
C (2.977, 1.860, -1.280)
C (2.362, 2.214, -2.626)
O (2.098, 1.088, -0.478)
H (4.964, 1.535, -2.077)
H (3.970, 0.073, -1.953)
H (4.676, 0.782, -0.495)
H (3.263, 2.780, -0.756)
H (2.108, 1.297, -3.166)
H (3.064, 2.785, -3.238)
H (1.455, 2.804, -2.502)

Entry 5:
This record from OMol25 describes a single C3H9NOS2 molecule. The level of theory is wB97M-V/def2-TZVPD.

HOMO energy	-8.03	eV
energy	-1046.052532	Eh
strongest force on any atom	0.0159	hartree/bohr
SMILES	N[C@H](CO)CSS
relative energy (zero: lowest compared OMol25 entry of this formula, charge and spin)	86.8	kJ/mol
frontier orbital gap	8.610	eV

Positions of all 16 atoms, in Å:
N (0.784, -0.726, 1.218)
C (0.629, 0.271, 0.156)
C (-0.067, 1.542, 0.598)
O (0.757, 2.317, 1.462)
C (-0.137, -0.335, -1.022)
S (-0.318, -2.119, -0.858)
S (-1.621, -2.258, -2.490)
H (1.470, -0.424, 1.904)
H (-0.080, -0.814, 1.745)
H (1.629, 0.505, -0.189)
H (-1.019, 1.325, 1.071)
H (-0.297, 2.175, -0.267)
H (0.478, 2.207, 2.380)
H (-1.162, 0.041, -1.078)
H (0.376, -0.135, -1.965)
H (-1.423, -3.574, -2.664)

Entry 6:
This record from OMol25 describes a molecular structure, C34H41BN8S2Ti. The level of theory is wB97M-V/def2-TZVPD.

HOMO energy (alpha / beta)	-0.72 / -1.48	eV
multiplicity	3
energy	-3429.168416	Eh
strongest force on any atom	0.0109	hartree/bohr
net charge	-2
relative energy (zero: lowest compared OMol25 entry of this formula, charge and spin)	0.0	kJ/mol
frontier orbital gap (alpha / beta)	4.972 / 5.727	eV

Positions of all 87 atoms, in Å:
Ti (-0.810, 0.798, -0.600)
C (1.302, -1.037, 2.146)
C (1.465, -2.084, 1.205)
C (1.766, -1.473, -0.044)
C (1.711, -0.050, 0.165)
C (1.491, 0.206, 1.541)
C (1.911, 1.448, 2.318)
C (1.835, 2.731, 1.496)
C (3.386, 1.240, 2.722)
C (1.089, 1.626, 3.598)
C (2.296, -2.067, -1.359)
C (1.225, -2.773, -2.204)
C (3.460, -3.044, -1.120)
C (2.894, -0.959, -2.240)
C (1.394, -3.543, 1.687)
C (0.776, -4.518, 0.678)
C (0.527, -3.659, 2.956)
C (2.790, -4.049, 2.104)
H (1.097, -1.174, 3.199)
H (2.140, 0.681, -0.508)
H (2.437, 2.659, 0.587)
H (2.214, 3.572, 2.086)
H (0.814, 2.952, 1.197)
H (3.998, 1.066, 1.834)
H (3.485, 0.369, 3.374)
H (3.773, 2.122, 3.246)
H (0.043, 1.812, 3.358)
H (1.472, 2.477, 4.174)
H (1.153, 0.739, 4.233)
H (0.705, -3.550, -1.648)
H (1.680, -3.229, -3.093)
H (0.479, -2.058, -2.537)
H (3.139, -3.985, -0.681)
H (4.202, -2.594, -0.456)
H (3.944, -3.280, -2.074)
H (2.160, -0.190, -2.468)
H (3.235, -1.390, -3.187)
H (3.745, -0.484, -1.748)
H (-0.209, -4.168, 0.363)
H (0.658, -5.505, 1.140)
H (1.388, -4.649, -0.210)
H (-0.469, -3.251, 2.797)
H (0.979, -3.138, 3.801)
H (0.428, -4.714, 3.233)
H (3.479, -4.105, 1.264)
H (2.719, -5.047, 2.555)
H (3.217, -3.365, 2.840)
C (-0.266, -0.221, -4.913)
C (0.077, 0.486, -3.754)
N (-0.664, 0.090, -2.728)
N (-1.505, -0.855, -3.198)
C (-1.285, -1.058, -4.507)
B (-2.730, -1.321, -2.382)
N (-3.604, -0.076, -2.145)
C (-4.914, 0.126, -2.372)
C (-5.245, 1.370, -1.874)
C (-4.044, 1.859, -1.338)
N (-3.068, 0.981, -1.507)
N (-2.346, -1.900, -1.004)
C (-2.929, -2.955, -0.405)
C (-2.664, -2.895, 0.945)
C (-1.897, -1.727, 1.093)
N (-1.720, -1.138, -0.077)
H (0.163, -0.131, -5.896)
H (0.811, 1.262, -3.609)
H (-1.877, -1.774, -5.051)
H (-3.338, -2.151, -3.015)
H (-5.502, -0.624, -2.875)
H (-6.207, 1.854, -1.895)
H (-3.838, 2.791, -0.836)
H (-3.488, -3.668, -0.989)
H (-2.954, -3.597, 1.707)
H (-1.442, -1.294, 1.969)
S (-1.830, 2.174, 1.320)
C (-1.613, 3.837, 0.844)
C (-2.167, 4.827, 1.666)
C (-2.067, 6.185, 1.391)
C (-2.666, 7.137, 2.278)
N (-3.145, 7.896, 3.001)
C (-1.375, 6.593, 0.237)
C (-0.816, 5.627, -0.588)
C (-0.913, 4.252, -0.333)
S (-0.186, 3.157, -1.469)
C (-1.243, 7.979, -0.101)
N (-1.138, 9.091, -0.386)
H (-2.697, 4.509, 2.554)
H (-0.285, 5.941, -1.477)

Entry 7:
This record from OMol25 describes a single CH4N2O molecule in a non-equilibrium geometry. The level of theory is wB97M-V/def2-TZVPD.

HOMO energy	-10.20	eV
energy	-225.139427	Eh
strongest force on any atom	0.1003	hartree/bohr
SMILES	[H]/N=C/NO
relative energy (zero: lowest compared OMol25 entry of this formula, charge and spin)	400.6	kJ/mol
frontier orbital gap	10.949	eV

Positions of all 8 atoms, in Å:
H (-2.469, 0.339, -0.341)
N (-1.652, -0.362, -0.184)
C (-0.638, 0.454, 0.027)
N (0.452, -0.102, 0.562)
O (1.700, 0.046, -0.247)
H (-0.496, 1.628, 0.001)
H (0.159, -1.178, 0.445)
H (1.442, -0.633, -0.937)

Entry 8:
This record from OMol25 describes 2 unconnected molecules or ions with the total composition C6H10ClF3NO3PSSi in a non-equilibrium geometry. The level of theory is wB97M-V/def2-TZVPD.

HOMO energy	-8.17	eV
energy	-2303.932992	Eh
strongest force on any atom	0.0518	hartree/bohr
SMILES	CP(O)[Si@@H](Cl)S(=O)(=O)C(F)(F)F.c1cc[nH]c1
frontier orbital gap	7.652	eV

Positions of all 27 atoms, in Å:
C (4.698, 0.005, 1.052)
P (4.367, 1.821, 0.788)
O (4.511, 2.037, -0.859)
Si (2.280, 2.253, 1.422)
Cl (2.112, 4.197, 2.052)
S (0.891, 1.756, -0.230)
O (1.431, 2.027, -1.529)
O (-0.392, 2.380, -0.070)
C (0.583, -0.093, -0.096)
F (1.685, -0.712, -0.454)
F (-0.418, -0.443, -0.821)
F (0.368, -0.356, 1.169)
H (4.423, -0.552, 0.154)
H (4.125, -0.359, 1.902)
H (5.770, -0.080, 1.205)
H (4.156, 1.228, -1.262)
H (1.953, 1.351, 2.532)
C (-5.040, -2.254, -0.036)
C (-5.208, -1.839, -1.384)
C (-4.068, -1.174, -1.751)
N (-3.221, -1.168, -0.678)
C (-3.804, -1.827, 0.370)
H (-5.746, -2.802, 0.565)
H (-6.066, -2.010, -2.012)
H (-3.788, -0.706, -2.679)
H (-2.310, -0.744, -0.660)
H (-3.291, -1.933, 1.311)